The following is a quantum chemistry calculation of a cluster of 8 separate species, C9H34O9 in total in a non-equilibrium geometry, from the Open Molecules 2025 dataset.

CARTESIAN COORDINATES (ANGSTROEM)
H 1.19694 -3.64290 6.45334
H -6.95907 -0.25593 -1.49646
O 4.46891 3.23930 -1.81697
O -7.16989 -2.30102 -1.99093
H -5.56589 -1.20331 -1.03216
H 0.42266 -0.27886 -1.58335
H -3.07004 6.14668 -1.63028
H -1.17297 7.98355 -2.03260
C 1.08561 -6.88243 0.74023
H 1.16781 2.14793 -6.86435
H 0.56840 -3.91736 4.98053
H 4.15637 1.76616 -0.55837
C 4.06762 0.90795 4.78664
O -1.24716 0.97113 -1.11530
O -0.13568 -7.17968 1.36206
H 4.79202 1.26043 -2.23736
H -8.11554 -2.28009 -1.82694
H 4.73928 3.39251 -2.72527
H -3.71753 7.51073 -2.64376
C 4.75052 2.00338 -1.44087
H -1.60204 -0.98443 0.57922
H -0.92447 -2.22921 -0.12353
O 0.57846 2.79216 -5.05488
H 5.79540 2.14694 -1.16570
H 1.05564 -6.83341 -0.34825
H 2.47849 1.83654 5.43492
H 0.24611 -1.81158 5.96144
C -0.62523 -0.33786 -1.28917
H 1.73601 -7.74226 0.90075
O -1.90274 7.73554 -1.46029
H 4.17155 1.33238 3.78807
H -0.86594 1.60484 -1.72742
H 4.80193 1.44859 5.38379
C -0.68144 -1.17758 0.02852
H -1.11176 -0.84207 -2.12415
C 0.21389 -3.68246 5.98414
H -0.38640 -4.51507 6.35088
H 1.27462 3.44315 -5.16964
H 0.19480 -0.46729 1.67521
C -2.84114 7.06192 -2.17619
O 0.46199 -1.03350 0.94746
H 4.21247 -0.17231 4.77351
O -0.43964 -2.44628 6.18173
H -0.85003 -7.02916 0.73866
O 2.75703 0.91935 5.38216
H -7.09420 -1.56363 -0.24984
C -6.64287 -1.25375 -1.19237
H -2.24254 6.70882 -3.01589
C 0.87836 1.68387 -5.92151
H 1.56110 -6.02071 1.20869
H 0.00082 1.09130 -6.18016
H 1.52939 0.94900 -5.44799

The calculation puts the frontier orbital gap at 10.25 eV. The net charge is 0. The calculation puts the molecular weight at 286.362 g mol⁻¹. As for the SMILES: OCCO.CO.CO.CO.CO.CO.CO.CO. The LUMO energy comes out at 0.0100 Eh. The calculated total energy is -28305.24015 eV. The calculation puts the highest occupied orbital energy at -9.976 eV.